(1)
C10H7N2O5Re | ωB97M-V/def2-TZVPD

Cartesian coordinates (Å):
1 O -3.1927 -1.5058 0.2732
2 C -2.2732 -1.2098 -0.3604
3 Re -0.6317 -0.7332 -1.6772
4 C 1.1101 0.0569 -2.1739
5 O 2.0996 0.4998 -2.5563
6 C -0.5910 -1.3430 -3.5124
7 O -0.6326 -1.7258 -4.6065
8 C -1.4881 1.0568 -2.0090
9 O -1.9778 2.0723 -2.2419
10 C 0.2058 -2.4390 -1.0251
11 O 0.6749 -3.4360 -0.6838
12 H -2.0039 -1.4329 -2.2617
13 N 2.2040 -0.5329 0.7003
14 C 1.1986 0.2186 1.2278
15 C 1.4747 0.8715 2.4584
16 C 0.5035 1.6637 3.0370
17 C -0.6918 1.7660 2.3706
18 C -0.9071 1.0994 1.1710
19 N 0.0229 0.3201 0.5860
20 H 2.0625 -1.0904 -0.1609
21 H 3.0652 -0.6329 1.1611
22 H 2.4436 0.7137 2.8773
23 H 0.6985 2.1728 3.9812
24 H -1.5035 2.3736 2.7625
25 H -1.8703 1.1965 0.6626

Cartesian forces, eV/Å:
O 3.5 1.1 -2.7
C -3.3 -0.9 2.9
Re -1.8 -0.7 1.9
C 4.6 2.2 -1.4
O -2.7 -1.2 0.9
C 0.1 -2.1 -6.9
O 0.2 1.6 4.6
C -2.5 5.4 -1.6
O 1.7 -3.7 0.9
C 2.5 -5.2 1.5
O -1.7 3.6 -1.1
H -1.1 -0.4 -0.3
N -3.1 0.4 -1.0
C 2.0 -1.1 -0.5
C -0.3 0.3 0.1
C 0.8 -0.1 0.5
C -0.9 0.9 0.8
C 0.7 -1.1 -1.3
N -1.4 0.7 0.3
H 0.4 0.7 1.0
H 1.5 -0.1 0.8
H 0.5 0.1 0.5
H -0.1 -0.1 -0.2
H 0.1 0.0 0.0
H 0.3 0.0 0.2

The energy relative to the best compared isomer or geometry (same formula, charge and spin) is 0.034 eV. The highest occupied orbital energy (alpha / beta) is -19.69 / -22.66 eV. Its HOMO-LUMO gap (alpha / beta) is 7.59 / 6.59 eV. Its total charge is +3. The calculation puts the molecular weight at 421.38 g mol⁻¹. Its multiplicity is 4.

---

(2)
C3HN3O | ωB97M-V/def2-TZVPD

Cartesian coordinates (Å):
1 C -0.2080 -1.0237 -0.7012
2 C 0.6744 0.0554 -0.6447
3 C -1.7888 1.0425 0.3295
4 N -0.8827 -1.9472 -0.6367
5 N 1.3085 0.2122 0.4390
6 N 1.8336 0.3580 1.4463
7 O -1.8475 0.5266 1.3419
8 H 0.9105 0.7762 -1.5742

Cartesian forces, eV/Å:
C 0.2 -0.4 -0.1
C 0.1 1.9 -4.4
C -0.4 -0.5 1.5
N -0.6 -0.5 -0.2
N 2.4 0.9 4.3
N -1.1 -0.3 -2.4
O 0.1 0.8 -1.3
H -0.6 -1.9 2.5

The energy relative to the best compared isomer or geometry (same formula, charge and spin) is 0.976 eV. The highest occupied orbital energy is -9.62 eV. Its HOMO-LUMO gap is 9.24 eV. The calculation puts the molecular weight at 95.06 g mol⁻¹.

---

(3)
C16H36N2O5P | ωB97M-V/def2-TZVPD

Cartesian coordinates (Å):
1 C 6.1391 -5.2000 0.3839
2 C 4.5717 -5.1129 0.7658
3 O 3.8073 -4.2737 -0.1322
4 P 2.2301 -3.9786 0.4993
5 O 2.3994 -3.3625 1.8918
6 C 1.4204 -5.6909 0.7679
7 C -0.0246 -5.8260 0.0847
8 O -0.8664 -6.6010 1.0275
9 C -2.0617 -5.8229 1.1827
10 N -3.0256 -5.6172 0.0751
11 O -2.3403 -5.3057 2.2932
12 O 1.2504 -3.0925 -0.5610
13 C 1.5275 -1.6664 -0.5041
14 C 0.8257 -0.9039 0.7436
15 H 6.7462 -5.5699 1.2904
16 H 6.4845 -4.1716 0.0422
17 H 6.2389 -5.9899 -0.4317
18 H 4.1943 -6.2002 0.7710
19 H 4.5393 -4.7686 1.8642
20 H 2.1075 -6.4661 0.2669
21 H 1.3457 -5.8666 1.8947
22 H -0.5642 -4.8421 -0.0929
23 H 0.1065 -6.4539 -0.8671
24 H -3.1533 -4.6015 -0.0998
25 H -3.9246 -5.9548 0.4699
26 H 1.0572 -1.2174 -1.4585
27 H 2.6515 -1.4296 -0.5982
28 H 0.5190 -1.6733 1.5421
29 H -0.0769 -0.2697 0.4604
30 H 1.6222 -0.2037 1.1984
31 C -0.2042 2.2782 -2.5908
32 C 0.6055 3.1892 -1.6772
33 C -0.0082 3.5046 -0.3110
34 N -1.1843 4.5006 -0.2795
35 C -1.4695 4.7502 1.2153
36 C -2.7351 5.5586 1.4495
37 C -3.9388 4.9075 0.7928
38 C -3.6847 4.6995 -0.6879
39 C -2.4152 3.9026 -0.9481
40 C -0.7710 5.7966 -0.9419
41 H -0.9645 2.8274 -3.1464
42 H 0.4509 1.8296 -3.3414
43 H -0.6789 1.4674 -2.0327
44 H 0.8955 4.0959 -2.2132
45 H 1.5448 2.6629 -1.4732
46 H 0.7709 3.9482 0.3170
47 H -0.3493 2.5884 0.1794
48 H -1.5630 3.7672 1.6865
49 H -0.5980 5.2593 1.6328
50 H -2.9118 5.6407 2.5262
51 H -2.6163 6.5821 1.0833
52 H -4.8265 5.5297 0.9357
53 H -4.1463 3.9430 1.2706
54 H -3.6331 5.6695 -1.1944
55 H -4.5325 4.1703 -1.1325
56 H -2.2347 3.8876 -2.0202
57 H -2.5213 2.8797 -0.5773
58 H -0.6213 5.6151 -2.0051
59 H 0.1509 6.1437 -0.4728
60 H -1.5570 6.5379 -0.8141

Cartesian forces, eV/Å:
C -1.0 -0.2 -0.2
C 1.8 -1.4 1.8
O -2.5 0.2 0.6
P 1.1 -0.1 3.2
O -0.6 -0.6 -3.3
C -0.2 0.0 -1.3
C 0.6 -0.8 0.0
O -2.2 2.4 -1.0
C -0.9 1.6 3.9
N 0.8 -0.5 0.4
O 1.5 -2.3 -3.7
O 2.4 -0.9 1.5
C -0.6 2.2 -0.8
C 1.0 -0.4 0.4
H -1.1 0.7 -1.3
H -0.2 -1.5 0.4
H 0.1 1.3 0.9
H 0.3 1.6 -0.2
H -0.4 -0.1 -1.8
H -1.0 1.1 1.0
H 0.2 0.5 -1.7
H 1.2 -1.1 -0.1
H -0.5 1.2 1.2
H 0.3 -1.0 0.4
H 0.8 0.4 -0.4
H 0.7 -1.0 1.3
H -1.7 -0.6 0.5
H 0.6 1.3 -1.2
H 1.1 -1.0 0.1
H -1.3 -1.1 -0.5
C -0.1 0.0 -0.3
C 0.0 -0.2 0.0
C 0.2 0.3 -0.3
N 0.4 -0.1 0.4
C -0.2 0.1 -0.2
C -0.1 0.1 0.1
C -0.2 0.0 0.1
C -0.1 0.2 0.1
C -0.1 0.3 -0.1
C -0.3 -0.4 0.2
H -0.1 -0.2 0.0
H -0.1 0.0 0.1
H 0.0 0.0 -0.1
H 0.0 0.0 0.1
H -0.1 0.2 0.3
H -0.2 0.0 0.0
H -0.1 0.2 -0.1
H 0.1 0.0 -0.2
H 0.0 -0.1 -0.2
H 0.3 0.0 -0.1
H 0.0 0.0 0.0
H 0.1 -0.1 0.0
H 0.0 0.1 0.0
H 0.0 -0.1 0.0
H 0.2 0.0 -0.1
H 0.2 -0.2 0.1
H 0.1 0.1 0.0
H 0.0 0.0 0.1
H -0.1 -0.1 -0.1
H 0.1 -0.1 0.0

The energy relative to the best compared isomer or geometry (same formula, charge and spin) is 0.000 eV. The highest occupied orbital energy is -11.50 eV. Its HOMO-LUMO gap is 9.06 eV. Its total charge is +1. The calculation puts the molecular weight at 367.45 g mol⁻¹.

---

(4)
C10H15N2O5P | ωB97M-V/def2-TZVPD

Cartesian coordinates (Å):
1 C -2.0673 -0.8283 4.5059
2 C -1.7535 -1.6322 3.2777
3 N -2.6184 -2.2902 2.6380
4 C -0.3601 -1.6735 2.7245
5 O 0.3998 -0.5598 3.2402
6 C 1.2364 -0.0040 2.3472
7 O 2.1212 -0.6026 1.7648
8 N 1.0395 1.4030 2.1992
9 P -0.2800 1.9062 1.3074
10 O -0.3371 3.3609 1.2326
11 O -0.1488 1.2393 -0.1254
12 O -1.5595 1.2166 1.9076
13 H -2.6640 0.0210 4.1984
14 H -2.6116 -1.4104 5.2313
15 H -1.1938 -0.4281 5.0016
16 H -3.5276 -2.2292 3.0901
17 H -0.3722 -1.7083 1.6457
18 H 0.0909 -2.5949 3.0793
19 H 1.8991 1.7884 1.8297
20 H -0.5710 1.8810 -0.7110
21 H -1.7027 1.4832 2.8204
22 C 1.2881 -0.1320 -5.7942
23 C 2.4529 0.2044 -5.1189
24 C 2.4126 0.4791 -3.7594
25 C 1.2083 0.4103 -3.0725
26 C 0.0446 0.0701 -3.7480
27 C 0.0833 -0.1974 -5.1093
28 H 1.3194 -0.3439 -6.8550
29 H 3.3929 0.2527 -5.6530
30 H 3.3200 0.7466 -3.2339
31 H 1.1785 0.6181 -2.0129
32 H -0.8947 0.0122 -3.2120
33 H -0.8254 -0.4585 -5.6360

Cartesian forces, eV/Å:
C 0.5 0.2 0.0
C -0.4 0.1 -0.2
N -0.1 -0.2 -0.2
C 0.3 -0.5 0.8
O -0.5 0.5 -0.8
C 1.6 -0.5 -0.6
O -1.3 0.7 0.8
N -0.1 -1.4 0.2
P 0.2 1.4 -0.1
O 0.0 0.3 0.0
O -0.2 -0.3 0.3
O 0.0 -0.7 0.1
H -0.4 0.2 0.1
H -0.4 -0.2 0.1
H 0.3 0.0 0.0
H -0.1 -0.1 0.0
H 0.0 0.2 -0.3
H 0.3 -0.2 0.0
H 0.0 0.3 -0.1
H 0.0 -0.1 -0.5
H -0.1 0.1 0.2
C 0.0 0.0 0.0
C 0.0 0.0 0.0
C 0.0 0.0 0.0
C 0.0 0.0 0.0
C 0.0 0.0 0.0
C 0.0 0.0 0.0
H 0.0 0.0 0.0
H 0.0 0.0 0.0
H 0.0 0.0 0.0
H 0.0 0.0 0.0
H 0.0 0.0 0.0
H 0.0 0.0 0.0

The highest occupied orbital energy is -9.36 eV. Its HOMO-LUMO gap is 9.69 eV. The calculation puts the molecular weight at 274.21 g mol⁻¹.

---

Number 1: calculated total energy -25796.6385 eV. Number 2: calculated total energy -9641.8412 eV. Number 3: calculated total energy -39675.5939 eV. Number 4: calculated total energy -33122.5039 eV.